DFT (ωB97M-V/def2-TZVPD) results for a 2-piece molecular cluster, C2H4Cl2FN overall.

Element x y z (Å)
C -0.55947 -0.50564 -0.28485
C 1.49638 0.42379 0.47426
N -1.08117 0.65060 -0.65431
F -1.78721 1.41440 0.30933
Cl 1.60416 2.02137 -0.19487
Cl 2.72555 -0.65421 -0.00937
H -0.18021 -1.09173 -1.03347
H -0.84851 -0.89212 0.58712
H 1.26160 0.33572 1.58721
H -0.59526 1.45986 -0.97008

Results
Kohn-Sham gap (alpha / beta) = 8.17 / 8.17 eV
highest occupied orbital energy (alpha / beta) = -0.286 / -0.286 Eh
energy above the lowest of the compared OMol25 structures with the same formula, charge and spin = 116.22 kcal/mol